1.
This record from OMol25 describes a 9-piece molecular cluster, C45H51N9O15 overall at a distorted geometry. The level of theory is wB97M-V/def2-TZVPD.

Geometry as XYZ:
```
120
Properties=species:S:1:pos:R:3:forces:R:3:mulliken_charge:R:1
O -5.640540 -6.261330 -1.258140 0.5 -0.8 2.2 -0.574
N -5.727040 -6.947360 -0.207580 -1.1 0.8 -3.1 0.915
O -6.700300 -7.687260 -0.042150 1.6 0.6 0.8 -0.568
C -4.625280 -6.861520 0.756230 -1.1 -1.9 2.0 -0.055
C -4.695960 -7.800570 1.842350 -2.4 0.5 -2.5 -0.085
C -3.791790 -7.799030 2.802380 4.5 2.3 1.7 -0.651
C -2.716480 -6.826510 2.691970 -0.5 -0.7 0.0 -0.276
C -2.643280 -5.958870 1.609710 2.5 -0.5 3.3 -0.464
C -3.596910 -5.951970 0.716620 -2.7 -0.1 -4.5 -0.178
H -5.506540 -8.505660 1.952810 -0.2 0.1 -0.6 0.402
H -3.757380 -8.456960 3.658150 -0.3 -0.2 -0.1 0.395
H -1.904420 -6.734880 3.398050 -0.1 -0.4 0.4 0.357
H -1.816650 -5.290190 1.420140 0.2 0.0 0.6 0.375
H -3.404920 -5.348300 -0.158090 -0.7 0.2 -0.2 0.407
O 6.496540 3.379970 3.614540 0.5 -1.2 -0.2 -0.504
N 7.327130 3.632770 2.759490 -0.5 1.6 0.6 0.823
O 7.242250 4.705440 2.150390 1.4 -1.6 -0.4 -0.563
C 8.533070 2.684610 2.657620 -0.4 -1.0 -0.5 0.464
C 9.811480 3.197630 2.373520 0.0 -0.8 1.2 -0.436
C 10.899700 2.340750 2.636020 -1.1 0.6 -1.2 -0.368
C 10.710390 0.967210 2.849800 3.1 3.3 -0.2 -0.437
C 9.486230 0.478900 2.982530 -2.9 -1.4 0.3 -0.336
C 8.324900 1.288060 2.903120 1.2 1.9 0.2 -0.555
H 9.981430 4.223010 2.080100 -0.2 0.1 0.2 0.419
H 11.897540 2.742320 2.538730 0.1 0.0 0.0 0.341
H 11.673880 0.483320 2.912650 -0.4 -1.0 0.2 0.351
H 9.468560 -0.578940 3.199470 -0.8 -0.2 -0.1 0.362
H 7.320900 0.945980 3.106470 0.1 -0.2 0.0 0.439
O 0.423400 7.240590 7.084860 0.0 -0.7 1.5 -0.571
N -0.264820 7.835050 6.311650 0.1 0.2 -2.7 0.914
O -1.469850 7.692060 6.090140 1.2 0.2 1.0 -0.554
C 0.509180 8.662880 5.332020 -1.0 2.1 -1.4 0.194
C 1.877860 8.541490 5.060490 -1.9 -1.1 2.2 -0.333
C 2.389580 9.351080 4.110010 0.7 0.6 -1.1 -0.410
C 1.609680 10.196090 3.335880 0.3 0.0 0.2 -0.162
C 0.217200 10.323870 3.532950 2.8 0.5 0.1 -0.676
C -0.257810 9.633350 4.615840 -0.9 -1.7 0.6 -0.227
H 2.485010 7.890300 5.671810 0.1 -0.2 -0.1 0.418
H 3.456150 9.316950 3.943730 0.1 0.1 -0.1 0.338
H 2.229810 10.778730 2.670770 -0.7 0.3 -0.6 0.332
H -0.269020 11.078580 2.932620 -0.6 -0.2 0.3 0.362
H -1.301450 9.709950 4.882940 -0.1 0.0 0.1 0.374
O 6.603170 -7.765550 6.237520 0.6 -0.7 0.1 -0.589
N 6.493820 -7.383830 5.095570 -0.7 1.3 0.0 0.979
O 5.519280 -6.730620 4.725030 0.8 -0.7 -0.5 -0.584
C 7.637320 -7.562690 4.156890 -1.4 0.3 -2.3 0.204
C 7.445900 -7.167400 2.799210 -1.0 0.8 2.3 -0.268
C 8.461860 -7.189320 1.876850 -0.4 -1.2 -1.4 -0.567
C 9.632520 -7.778540 2.208030 1.6 -0.7 3.9 -0.315
C 9.793000 -8.207460 3.592980 1.4 0.0 -3.1 -0.323
C 8.802710 -8.185730 4.517480 -0.1 -0.1 1.0 -0.432
H 6.484520 -6.736550 2.561490 -0.1 -0.1 -0.1 0.409
H 8.313410 -7.066220 0.814210 -0.5 0.8 0.0 0.363
H 10.497710 -7.906450 1.574410 -0.2 0.1 -0.3 0.371
H 10.758800 -8.628370 3.830600 0.0 -0.2 0.2 0.335
H 8.959990 -8.670970 5.469430 -0.2 0.3 0.2 0.417
O -12.377360 0.570940 3.848650 1.3 1.3 -1.1 -0.567
N -11.476980 1.274990 3.357160 0.0 -0.3 1.0 0.914
O -11.432780 2.495200 3.353500 -0.7 -0.6 -0.1 -0.563
C -10.250640 0.612010 2.877310 1.0 -2.8 -0.7 0.160
C -9.166330 1.289970 2.297760 -1.0 0.6 1.6 -0.384
C -7.937210 0.680930 2.103850 0.1 -2.0 0.5 -0.392
C -7.815920 -0.749480 2.290620 -1.8 1.7 0.3 -0.332
C -8.958270 -1.457330 2.723710 1.2 1.2 -0.1 -0.427
C -10.132790 -0.783500 3.080360 0.0 0.4 -0.1 -0.270
H -9.319710 2.358260 2.338180 0.5 0.3 -0.6 0.398
H -7.063700 1.303590 1.978630 0.0 -0.1 -0.5 0.355
H -6.907900 -1.332010 2.240030 0.3 0.4 -0.3 0.372
H -8.737200 -2.500390 2.895650 -0.8 -0.2 0.2 0.337
H -10.925690 -1.319790 3.580450 -0.1 0.0 -0.1 0.400
O 7.400730 -1.452870 8.660280 1.7 -0.5 0.1 -0.573
N 8.436400 -0.782660 8.526610 -0.7 -4.4 1.0 0.904
O 8.406970 0.338280 8.249260 0.5 4.8 -1.0 -0.523
C 9.811240 -1.377410 8.674730 4.0 -0.6 0.2 0.135
C 10.972960 -0.539420 8.976650 -0.3 -1.3 -1.1 -0.263
C 12.301410 -1.058580 8.857870 -1.7 -1.0 0.7 -0.449
C 12.539970 -2.425930 8.599540 -1.3 0.2 0.4 -0.256
C 11.439030 -3.284560 8.416090 -0.4 1.4 -0.3 -0.567
C 10.144390 -2.743220 8.391040 -1.6 1.6 0.4 -0.281
H 10.940420 0.515530 9.205570 -0.6 0.0 0.0 0.365
H 13.132220 -0.435630 9.154640 0.0 0.2 -0.2 0.355
H 13.539170 -2.833560 8.642400 0.1 0.1 -0.2 0.369
H 11.532050 -4.339220 8.202940 0.2 0.0 0.1 0.373
H 9.259310 -3.315520 8.155450 0.2 -0.6 0.0 0.409
C -0.373990 0.845490 3.807980 1.0 -0.3 -0.2 -0.903
N 0.526290 0.405840 4.871450 -0.6 0.2 2.6 0.067
C 0.135400 0.625320 6.290320 -0.6 0.4 0.0 -0.873
C 1.415820 -0.600670 4.653380 0.2 -0.1 -1.6 0.158
O 1.628780 -1.060010 3.542200 -0.1 0.0 0.1 -0.606
H -0.652580 1.897870 3.862450 0.0 -0.1 0.6 0.313
H -1.257580 0.207960 3.777690 -0.1 0.1 -0.2 0.312
H 0.232500 0.750410 2.907290 -0.4 -0.2 -0.2 0.306
H -0.860280 0.297670 6.589220 -0.2 -1.2 -0.6 0.337
H 0.834390 0.170500 6.992220 0.1 0.1 -0.3 0.286
H -0.058400 1.654990 6.590870 1.1 0.6 -0.6 0.297
H 2.022690 -0.994040 5.483550 -0.5 0.5 0.4 0.306
C -0.545910 -3.639930 13.456050 0.8 0.6 -0.3 -0.960
N -1.515460 -3.143630 12.447010 2.2 -1.2 2.9 0.098
C -2.103400 -1.902400 12.675390 -1.6 2.4 0.3 -0.990
C -1.738010 -3.811830 11.335480 0.1 0.1 -1.1 0.209
O -2.356700 -3.302710 10.426730 -0.4 -0.9 -0.9 -0.608
H 0.311730 -2.990190 13.630450 -0.4 1.3 -0.2 0.352
H 0.121910 -4.424820 13.101000 -1.1 -1.0 -0.2 0.317
H -0.916290 -3.785890 14.470750 -0.6 -0.5 -0.3 0.319
H -1.393120 -1.084720 12.797880 0.2 -0.1 0.2 0.320
H -2.790010 -1.575590 11.894450 0.5 -0.5 -0.5 0.315
H -2.801780 -1.897880 13.512260 0.4 -0.2 0.7 0.335
H -1.257700 -4.802250 11.359210 -0.2 -0.1 -0.4 0.292
C 2.957730 -1.877860 -3.013090 0.6 -1.0 -1.1 -0.972
N 4.342020 -2.417950 -2.878970 -1.8 1.1 -0.1 0.102
C 5.127610 -1.725370 -1.870210 -0.1 -0.4 -0.2 -0.850
C 4.686520 -3.405130 -3.687890 4.2 -3.6 -0.1 0.179
O 5.807850 -4.060750 -3.711250 -3.9 2.9 0.2 -0.647
H 2.334680 -2.013000 -2.128980 0.5 0.8 0.4 0.323
H 2.398550 -2.472210 -3.735690 0.3 -0.2 -0.2 0.320
H 3.038910 -0.903290 -3.494470 -0.4 0.4 0.8 0.383
H 4.717420 -0.716030 -1.837500 0.2 0.0 0.3 0.299
H 4.951030 -2.243820 -0.927800 0.3 0.3 0.2 0.283
H 6.191610 -1.683950 -2.103190 -0.1 -0.2 -0.1 0.323
H 3.847980 -3.746750 -4.314260 0.3 0.1 -0.1 0.259
```
Positions in Å, forces in eV/Å.

- max |F| (eV/A) = 5.5
- frontier orbital gap (eV) = 8.508
- E (a.u.) = -3365.98223
- ΔE to the lowest compared entry with this formula, charge and spin (kcal per mole) = 124.09
- SMILES string = O=[N+]([O-])c1ccccc1.O=[N+]([O-])c1ccccc1.O=[N+]([O-])c1ccccc1.O=[N+]([O-])c1ccccc1.O=[N+]([O-])c1ccccc1.O=[N+]([O-])c1ccccc1.CN(C)C=O.CN(C)C=O.CN(C)C=O
- HOMO (eV) = -9.2
- molar mass (g mol⁻¹) = 957.95
- LUMO energy (eV) = -0.742

***

2.
This record from OMol25 describes C45H52N6O4P2S3V as an isolated structure at a distorted geometry. The level of theory is wB97M-V/def2-TZVPD.

Geometry as XYZ:
```
113
Properties=species:S:1:pos:R:3:forces:R:3:mulliken_spin:R:1
V -0.402559 0.353211 -0.689208 0.1 0.3 -0.6 -0.021
C -0.017588 1.895453 3.348799 -0.4 1.1 1.5 0.026
N 0.036111 0.539444 2.832715 0.5 -0.1 -0.9 -0.035
P 1.738812 0.299805 2.320544 -0.4 -0.1 0.3 0.013
C 2.447762 -0.008950 4.006317 0.5 0.1 -0.6 0.002
C 3.837203 -0.068106 4.089433 0.7 0.0 -0.1 0.001
C 4.481109 -0.378639 5.291920 0.2 0.1 -0.6 0.000
C 3.734049 -0.612056 6.435084 0.1 -0.1 0.4 0.000
C 2.353094 -0.530867 6.366263 -0.6 0.0 0.0 0.001
C 1.721699 -0.234574 5.147499 -0.8 -0.2 1.2 -0.003
C 1.825090 -1.439462 1.738358 -0.2 0.0 0.7 -0.015
C 1.640690 -2.531384 2.588159 -0.3 -0.3 0.7 -0.001
C 1.799640 -3.835631 2.124195 -0.4 0.1 1.2 -0.009
C 2.147197 -4.065321 0.814576 0.2 -0.4 -0.9 0.002
C 2.354410 -2.996891 -0.043335 -0.1 0.7 0.3 -0.002
C 2.202071 -1.673844 0.434551 0.2 -1.0 -0.9 0.008
P -1.119262 0.288809 1.552099 -0.2 -0.9 0.7 -0.051
C -2.586823 1.308480 2.035029 0.2 -0.3 1.1 0.015
C -3.238876 1.990382 1.043734 -0.5 0.6 -1.6 0.004
C -4.406294 2.735032 1.285174 0.4 0.1 -1.2 0.012
C -4.935799 2.805670 2.550525 -0.8 0.5 0.0 0.000
C -4.322893 2.116024 3.567645 1.2 -1.1 1.2 0.005
C -3.142746 1.360544 3.325898 -0.6 0.0 0.6 -0.020
C -1.799809 -1.438495 1.981622 -0.4 0.8 -3.4 0.082
C -1.893163 -1.719023 3.312775 -0.2 -0.9 5.0 0.135
C -3.040531 -2.385562 3.856626 1.1 0.2 0.5 0.248
C -4.100338 -2.790383 3.026765 -0.8 -0.2 -0.8 -0.103
C -4.102596 -2.500055 1.645087 -1.1 -1.1 0.7 0.390
C -3.035329 -1.687118 1.056813 0.2 1.8 -0.6 0.133
H 0.818504 2.028074 4.092061 -0.8 0.0 -0.6 0.003
H -1.014529 2.055287 3.883281 1.6 0.0 -0.6 -0.012
H 0.105011 2.674463 2.566611 0.0 -0.4 0.5 0.002
H 4.427492 0.111133 3.177157 -0.2 -0.1 0.5 0.000
H 5.573186 -0.444867 5.333344 -0.4 0.1 -0.1 0.000
H 4.231999 -0.867717 7.378311 -0.2 0.1 -0.4 0.000
H 1.748870 -0.724408 7.265596 0.3 0.1 -0.5 0.000
H 0.626158 -0.196846 5.087966 0.4 0.0 0.1 0.006
H 1.343030 -2.355116 3.639694 0.2 -0.2 -0.8 0.016
H 1.623487 -4.683351 2.805298 0.1 0.5 -0.3 -0.002
H 2.271448 -5.096898 0.448962 -0.1 0.6 0.2 0.000
H 2.667041 -3.163044 -1.063506 0.0 0.1 -0.1 0.000
H 2.431381 -0.852582 -0.226737 -0.1 0.1 -0.3 0.001
H -2.832816 1.927883 0.009352 -0.4 0.2 0.8 -0.009
H -4.892357 3.271243 0.453363 0.4 -0.4 0.4 0.000
H -5.850234 3.394397 2.737876 0.5 -0.4 -0.1 0.002
H -4.752476 2.140106 4.588332 0.4 -0.1 -0.7 0.003
H -2.681115 0.760459 4.140566 -0.4 0.5 -0.7 0.027
H -0.973663 -1.495234 3.936031 -1.4 -0.3 -0.5 -0.034
H -3.099872 -2.612531 4.958516 0.2 0.3 -1.3 0.020
H -4.961827 -3.348739 3.485994 0.9 0.6 -0.6 0.007
H -4.929326 -2.838745 0.966474 0.8 0.3 0.8 0.011
H -3.433187 -0.730855 0.592370 0.2 -0.8 0.3 0.045
C -0.769371 -4.467937 -4.479743 0.1 -0.9 -0.4 0.000
C -0.929242 -3.048951 -3.998058 0.5 0.5 -0.4 0.001
C -1.883893 -2.750019 -2.836208 0.1 -0.2 0.0 -0.026
C -3.280756 -2.334899 -3.329829 -0.6 0.9 0.4 0.005
C -3.972342 -3.327984 -4.218179 -0.5 -0.7 -0.6 0.000
C -2.107688 -3.877869 -1.831989 -0.2 -0.7 0.8 0.057
O -2.254752 -5.044654 -2.185829 0.0 0.6 0.1 0.000
N -2.292398 -3.532427 -0.507745 0.1 -2.0 -0.8 -0.032
C -1.998719 -2.306352 0.076433 0.7 1.0 1.0 0.101
O -1.033849 -2.429055 1.150151 0.0 -0.1 -0.8 0.008
N -1.501584 -1.341144 -0.859482 -0.4 -0.7 -0.6 -0.024
C -1.374273 -1.521520 -2.167568 0.3 1.4 0.8 0.004
O -0.863236 -0.549017 -2.831840 -0.5 -0.7 1.0 0.011
H -0.101914 -4.459628 -5.366560 -0.3 0.0 0.4 0.000
H -1.733473 -4.931298 -4.763336 0.5 0.2 0.1 0.000
H -0.308471 -5.111803 -3.709587 -0.2 0.3 -0.4 0.000
H -1.262197 -2.421075 -4.848640 0.2 -0.2 0.4 0.000
H 0.067724 -2.665900 -3.717048 -0.3 -0.1 -0.2 0.000
H -3.159927 -1.371376 -3.868678 -0.1 -0.4 0.3 0.000
H -3.912042 -2.136151 -2.432337 0.3 0.0 -0.5 -0.002
H -3.446235 -3.425550 -5.189813 -0.3 0.0 0.5 0.000
H -5.007022 -2.987158 -4.422212 0.5 -0.2 0.0 0.000
H -4.015533 -4.324507 -3.739005 0.0 0.4 -0.3 0.000
H -2.438672 -4.320126 0.159492 0.0 1.0 -0.9 -0.004
C 1.688152 3.798953 -3.673411 0.0 0.8 -0.3 0.000
N 0.286909 4.119530 -3.441413 0.0 0.1 0.4 0.000
C -0.730536 3.245696 -3.568010 -0.2 0.4 -0.4 0.002
N -0.410255 2.015631 -3.975844 -0.3 -0.2 0.1 0.000
S -2.359365 3.743105 -3.375435 0.6 -0.2 0.2 0.000
H 2.312532 4.564488 -3.185890 -0.3 -0.3 -0.2 0.000
H 1.910902 3.780823 -4.757243 -0.1 0.0 0.4 0.000
H 1.961940 2.842536 -3.264243 0.1 -0.4 0.3 0.000
H 0.043511 5.006937 -3.023884 0.0 -0.3 -0.2 0.000
H 0.519390 1.639695 -3.865909 0.2 0.0 0.0 0.000
H -1.132788 1.317596 -3.911054 0.0 -0.1 0.0 0.000
C 4.748690 0.914893 -5.428762 0.0 0.1 0.0 0.000
O 4.960222 -0.257350 -4.659614 -0.1 -0.1 0.1 0.000
C 3.975955 -0.822297 -3.882814 0.0 0.2 0.0 0.000
S 4.549932 -2.098530 -2.943117 -0.1 0.3 -0.2 0.000
S 2.371648 -0.241692 -3.916221 0.4 -0.2 -0.1 0.000
H 5.237573 1.769091 -4.931638 -0.1 -0.2 -0.1 0.000
H 3.684799 1.127319 -5.546809 0.0 0.0 0.0 0.000
H 5.217737 0.756839 -6.411336 -0.1 0.0 0.3 0.000
C 3.362982 1.640429 -0.904191 0.7 -1.0 0.1 0.003
C 2.693011 2.816872 -0.327649 -0.8 0.1 -0.1 -0.011
C 3.465344 3.910895 -0.003770 0.7 0.3 0.0 0.000
C 2.912191 5.080869 0.477886 -0.1 0.5 0.2 0.000
C 1.535586 5.136332 0.642677 0.0 0.4 0.2 0.000
C 0.719259 4.050264 0.342137 0.4 -0.1 -0.1 -0.001
C -0.739192 4.151619 0.552550 -1.2 0.1 -0.3 -0.001
C 1.275219 2.854097 -0.161106 0.7 0.2 0.1 0.013
N 0.495145 1.762494 -0.499472 0.7 0.8 0.1 -0.001
H 4.326425 1.924672 -1.371965 -0.4 -0.2 0.2 0.000
H 2.741628 1.152580 -1.652185 0.0 -0.1 -0.1 -0.001
H 3.566744 0.879148 -0.114468 0.0 0.5 -0.5 0.000
H 4.550512 3.845166 -0.150978 -0.4 0.0 0.0 0.000
H 3.542397 5.945154 0.712597 -0.2 -0.3 -0.1 0.000
H 1.069215 6.054769 1.021690 0.1 -0.4 -0.1 0.000
H -1.040677 5.208081 0.712915 0.1 -0.6 -0.1 0.000
H -1.059531 3.555813 1.425990 0.0 0.3 -0.4 -0.001
H -1.293872 3.745279 -0.324974 0.3 0.3 0.5 -0.001
```
Positions in Å, forces in eV/Å.

- max |F| (eV/A) = 5.1
- frontier orbital gap (spin up / spin down) (eV) = 4.260 / 6.238
- E (a.u.) = -5196.76874
- multiplicity = 2
- HOMO (spin up / spin down) (eV) = -0.2 / -2.1
- charge = -2
- molar mass (g mol⁻¹) = 950.04
- LUMO energy (spin up / spin down) (eV) = 4.092 / 4.091

***

molar mass of number 1 (C45H51N9O15)?
957.95 g mol⁻¹

***

Which of these has the highest max |F|?
C45H51N9O15